{
  "formula": "C29H75N5O26P4",
  "method": "ωB97M-V/def2-TZVPD",
  "de_lowest_kcal_mol": 0.0,
  "homo_lumo_gap_ev": 10.3,
  "total_energy_ev": -129127.831,
  "e_homo_ev": -10.32,
  "species": ["C", "C", "O", "P", "O", "O", "C", "C", "O", "C", "C", "H", "H", "H", "H", "H", "H", "H", "H", "H", "H", "H", "H", "H", "H", "H", "C", "C", "O", "P", "O", "O", "C", "C", "O", "C", "C", "H", "H", "H", "H", "H", "H", "H", "H", "H", "H", "H", "H", "H", "H", "H", "C", "C", "O", "P", "O", "O", "C", "C", "O", "C", "C", "H", "H", "H", "H", "H", "H", "H", "H", "H", "H", "H", "H", "H", "H", "H", "C", "C", "O", "P", "O", "O", "C", "C", "O", "C", "C", "H", "H", "H", "H", "H", "H", "H", "H", "H", "H", "H", "H", "H", "H", "H", "C", "N", "O", "O", "H", "H", "H", "C", "N", "O", "O", "H", "H", "H", "C", "N", "O", "O", "H", "H", "H", "C", "N", "O", "O", "H", "H", "H", "C", "N", "O", "O", "H", "H", "H"],
  "positions_angstrom": [[-1.0888, 6.9067, 2.9668], [-0.9700, 5.5074, 2.3733], [-0.2130, 5.5117, 1.1671], [1.0634, 4.6149, 0.9343], [1.3510, 4.4000, -0.4753], [0.7500, 3.3347, 1.7869], [1.4946, 2.1286, 1.6153], [0.5628, 0.9475, 1.5733], [2.1812, 5.3118, 1.8221], [2.7047, 6.5666, 1.3226], [4.0671, 6.3964, 0.7089], [-0.1905, 7.2583, 3.4691], [-1.4357, 7.6138, 2.2147], [-1.8723, 6.8334, 3.7284], [-0.5387, 4.8474, 3.1301], [-1.9837, 5.1327, 2.2123], [2.2359, 2.1177, 0.8142], [2.1358, 2.0174, 2.5020], [-0.2949, 1.2169, 0.9513], [1.0403, 0.0165, 1.2740], [0.1230, 0.7345, 2.5545], [1.9712, 7.0986, 0.7150], [2.8432, 7.2173, 2.1905], [4.1813, 5.6835, -0.1031], [4.3392, 7.3754, 0.2921], [4.7962, 6.1955, 1.4928], [-7.5758, -3.3012, 1.2934], [-6.6278, -2.4568, 2.1086], [-6.3679, -1.2593, 1.3199], [-5.0685, -0.4296, 1.6390], [-4.5471, -0.4773, 2.9983], [-3.9870, -0.9666, 0.5874], [-4.3376, -1.3523, -0.7379], [-4.9927, -0.3413, -1.6558], [-5.5097, 0.9935, 1.0939], [-4.6498, 2.0920, 1.4313], [-3.3625, 2.1662, 0.6300], [-7.0324, -3.6568, 0.4184], [-7.8802, -4.1666, 1.8808], [-8.4239, -2.6955, 0.9883], [-7.0341, -2.1467, 3.0695], [-5.6821, -2.9707, 2.2875], [-3.4247, -1.6541, -1.2514], [-5.0100, -2.2133, -0.7142], [-4.4832, 0.6008, -1.8541], [-5.2200, -0.8242, -2.6108], [-5.9838, -0.0338, -1.2994], [-5.2443, 2.9878, 1.2077], [-4.5411, 2.2213, 2.5116], [-2.8477, 3.1058, 0.8222], [-2.6883, 1.3521, 0.8967], [-3.6337, 2.0901, -0.4218], [5.6348, -1.8922, 3.3922], [5.8772, -0.9111, 4.5180], [4.6324, -0.5524, 5.1649], [3.7024, 0.5466, 4.5498], [4.3397, 1.5458, 3.6952], [2.5368, -0.2439, 3.8186], [1.9667, -1.4298, 4.3889], [0.4552, -1.3334, 4.2770], [3.0192, 1.0977, 5.8636], [2.2541, 2.3059, 5.7734], [1.5018, 2.4893, 7.0742], [5.0653, -2.7474, 3.7524], [5.0868, -1.4264, 2.5714], [6.5904, -2.2365, 2.9960], [6.4309, -1.4119, 5.3120], [6.3947, -0.0044, 4.2129], [2.3072, -2.3240, 3.8648], [2.2465, -1.5011, 5.4405], [-0.0759, -1.9930, 4.9644], [0.1444, -0.3032, 4.4575], [0.1065, -1.6227, 3.2840], [2.9473, 3.1289, 5.5848], [1.5990, 2.2961, 4.8944], [0.8557, 1.6639, 7.3436], [2.2326, 2.7431, 7.8461], [0.9510, 3.4346, 6.9975], [-3.1708, 0.8669, -7.7660], [-2.7225, -0.5607, -7.6169], [-1.5479, -0.5801, -6.7885], [-0.8333, -1.9445, -6.4014], [-1.1652, -3.0621, -7.2889], [0.6792, -1.5400, -6.2897], [1.3176, -0.5518, -7.1190], [2.2985, 0.2033, -6.2478], [-1.1621, -2.2124, -4.8874], [-2.5256, -2.5182, -4.5198], [-2.4820, -3.6561, -3.5413], [-3.1889, 1.3431, -6.7877], [-2.4683, 1.4103, -8.4029], [-4.1143, 0.9044, -8.3078], [-3.4940, -1.2057, -7.1920], [-2.4639, -1.0040, -8.5815], [1.8876, -1.0970, -7.8782], [0.5843, 0.0270, -7.6756], [3.2217, -0.3718, -6.1408], [2.6682, 1.1402, -6.6704], [1.8881, 0.3521, -5.2506], [-2.9247, -1.6124, -4.0645], [-3.0599, -2.8219, -5.4226], [-3.4739, -4.0421, -3.3022], [-1.8760, -4.4735, -3.9275], [-2.0370, -3.3171, -2.6022], [-0.5966, 1.4969, -3.9462], [-0.8146, 0.8911, -2.6204], [-0.2074, 1.3422, -1.6727], [-1.5453, -0.0809, -2.5544], [0.4537, 1.7283, -4.0679], [-1.2296, 2.3803, -4.0060], [-0.9315, 0.8030, -4.7119], [3.7352, -3.9871, -1.0882], [4.4300, -3.5370, 0.1611], [4.3264, -4.2663, 1.1246], [5.1597, -2.5663, 0.0976], [4.5056, -4.5142, -1.6456], [3.4167, -3.0848, -1.5868], [2.9978, -4.6879, -0.7179], [-0.8693, -1.6709, -0.3201], [0.2423, -2.3336, 0.4326], [1.3650, -1.9875, 0.0988], [0.0172, -3.1509, 1.2917], [-0.9956, -0.6835, 0.1004], [-1.7327, -2.3072, -0.1512], [-0.5351, -1.8174, -1.3387], [3.3437, -0.1577, -2.0481], [2.7425, -1.1697, -2.9769], [3.4699, -1.6082, -3.8506], [1.5687, -1.4310, -2.8402], [4.2033, 0.2359, -2.5792], [3.7450, -0.7432, -1.2191], [2.6022, 0.5715, -1.7546], [1.9604, -5.4854, 2.9138], [2.6030, -6.7280, 2.4612], [2.5495, -7.0022, 1.2834], [3.0937, -7.4339, 3.3229], [2.0474, -4.6685, 2.2109], [2.2504, -5.2835, 3.9387], [0.8929, -5.7053, 3.0214]],
  "lowdin_charge": [-0.07, -0.27, -0.16, 0.34, -0.21, -0.17, -0.24, -0.06, -0.17, -0.27, -0.08, 0.07, 0.08, 0.08, 0.11, 0.11, 0.12, 0.09, 0.05, 0.06, 0.07, 0.12, 0.12, 0.08, 0.08, 0.08, -0.07, -0.25, -0.19, 0.36, -0.21, -0.18, -0.26, -0.07, -0.17, -0.26, -0.05, 0.07, 0.08, 0.08, 0.12, 0.12, 0.08, 0.11, 0.06, 0.08, 0.08, 0.12, 0.12, 0.07, 0.06, 0.07, -0.08, -0.24, -0.17, 0.34, -0.21, -0.19, -0.24, -0.06, -0.17, -0.27, -0.07, 0.08, 0.07, 0.08, 0.12, 0.11, 0.11, 0.12, 0.08, 0.07, 0.05, 0.12, 0.11, 0.08, 0.08, 0.08, -0.07, -0.27, -0.21, 0.34, -0.22, -0.16, -0.23, -0.06, -0.18, -0.26, -0.06, 0.08, 0.08, 0.08, 0.11, 0.12, 0.12, 0.11, 0.07, 0.08, 0.05, 0.10, 0.11, 0.08, 0.09, 0.06, 0.07, -0.40, 0.08, 0.04, 0.09, 0.11, 0.08, 0.08, -0.42, 0.06, 0.06, 0.11, 0.06, 0.10, 0.05, -0.41, 0.03, 0.07, 0.08, 0.09, 0.07, 0.07, -0.44, 0.05, 0.06, 0.10, 0.08, 0.09, 0.02, -0.45, 0.06, 0.06, 0.06, 0.10, 0.11]
}